1.
8
Properties=species:S:1:pos:R:3:forces:R:3 method="wB97M-V/def2-TZVPD" homo_lumo_gap_ev=8.352 e_above_lowest_kcal_mol=31.6 smiles="C=NC(=S)S" e_tot_ev=-25281.1989
C 0.65573 -1.23926 -0.87924 0.7 -0.3 1.4
N 0.39865 -0.71902 0.22322 -1.3 -0.9 2.5
C -0.14955 0.41053 0.75515 0.1 -0.5 -3.1
S 0.91381 1.38809 1.44683 0.3 1.2 1.2
S -1.81958 0.89430 0.15640 1.3 0.1 1.3
H 1.21184 -2.20807 -0.84605 -0.7 0.8 -0.7
H 0.42202 -0.60514 -1.67998 0.0 0.1 -2.2
H -1.63292 2.07856 0.82367 -0.4 -0.6 -0.5

=====

2.
9
Properties=species:S:1:pos:R:3:forces:R:3 method="wB97M-V/def2-TZVPD" homo_lumo_gap_ev=7.705 e_above_lowest_kcal_mol=40.8 e_tot_ev=-36116.3582
C 0.36569 -2.26102 0.14982 0.4 -0.9 0.2
C -0.11662 1.29489 -0.80150 -1.4 0.5 1.4
N -0.37828 1.13396 0.45727 -1.6 -0.3 -0.9
S 0.34340 -1.64232 -1.28478 -0.1 -0.2 0.5
S 0.48660 -3.08727 1.47475 -0.2 0.7 -0.8
S 0.63702 0.79554 1.70112 0.8 -0.3 0.7
H 0.89365 1.09862 -0.89891 2.0 0.3 -1.5
H -0.87933 1.65624 -1.49771 0.5 -0.5 0.2
H -1.35211 1.01137 0.69994 -0.4 0.6 0.1

=====

3.
7
Properties=species:S:1:pos:R:3:forces:R:3 method="wB97M-V/def2-TZVPD" homo_lumo_gap_ev=11.772 e_above_lowest_kcal_mol=80.5 total_charge=+1 e_tot_ev=-6204.4122
C 0.98202 0.23999 0.09430 3.7 2.6 -1.0
C -0.76240 -0.37041 0.11243 -1.9 -0.5 0.0
O -0.11603 0.90732 0.11049 0.2 1.0 0.1
O 0.54511 -0.96497 0.10514 1.0 -0.9 0.1
H 2.59209 1.10018 -0.19044 -3.8 -2.3 0.8
H -1.35322 -0.57012 1.01401 0.4 0.1 -0.1
H -1.32470 -0.55455 -0.80844 0.3 0.0 0.1

=====

4.
7
Properties=species:S:1:pos:R:3:forces:R:3 method="wB97M-V/def2-TZVPD" homo_lumo_gap_ev="8.481 / 8.482" e_above_lowest_kcal_mol=129.6 total_charge=+1 e_tot_ev=-6202.2832
C 0.12909 0.06645 0.37666 -1.1 -0.4 3.0
C -0.93727 -0.20374 -0.46809 0.3 -0.4 -2.6
O -2.03934 -0.52813 0.26809 -1.8 -4.8 0.9
O -1.85078 0.74012 0.00105 0.6 4.9 0.0
H -0.11591 -0.12499 1.43934 0.3 0.5 -0.5
H 1.08445 0.36851 0.12646 2.0 0.7 -0.8
H -0.86567 -0.34365 -1.53827 -0.3 -0.3 0.0

=====

5.
8
Properties=species:S:1:pos:R:3:forces:R:3 method="wB97M-V/def2-TZVPD" homo_lumo_gap_ev="6.580 / 8.687" e_above_lowest_kcal_mol=38.7 total_charge=+1 e_tot_ev=-7250.1395 spin_multiplicity=2
C 0.75072 0.38568 0.03035 -3.5 0.9 -0.7
C 1.74486 -0.40381 -0.29874 2.2 -1.7 -0.4
O 2.60048 -1.16870 -0.51779 -1.8 1.5 0.2
H 0.91775 1.23541 0.69282 0.3 -0.1 -0.2
Y -1.02949 -1.13251 1.41973 0.0 1.6 -2.4
O -1.84666 -0.02582 -0.31889 0.4 -0.9 1.6
H -0.47507 0.63080 -0.75158 2.5 -1.4 2.1
H -2.66258 0.47894 -0.25590 -0.3 0.1 -0.3

=====

6.
9
Properties=species:S:1:pos:R:3:forces:R:3 method="wB97M-V/def2-TZVPD" homo_lumo_gap_ev=6.631 e_above_lowest_kcal_mol=121.5 total_charge=-1 e_tot_ev=-19096.9828
C -0.20522 -0.66897 -0.00078 0.1 4.5 0.6
C 1.44560 0.81766 0.00220 -1.7 1.4 -2.8
O -2.92338 -1.12779 -0.66261 0.4 0.1 0.5
O -0.96607 -0.48142 1.21845 -1.3 -0.3 -1.1
O 2.65264 0.66184 0.11643 1.6 -1.4 0.0
S -1.93176 -0.11717 -0.21684 1.9 -0.8 0.8
H 0.02292 -1.61937 -0.26840 0.0 -3.4 -0.7
H 0.90336 1.25465 0.76315 -1.5 0.6 2.5
H 1.00190 1.28057 -0.95159 0.6 -0.7 0.2

=====

7.
9
Properties=species:S:1:pos:R:3:forces:R:3 method="wB97M-V/def2-TZVPD" homo_lumo_gap_ev=7.293 e_above_lowest_kcal_mol=56.5 total_charge=-1 e_tot_ev=-19099.8025
C -0.46367 -1.00190 0.39259 -0.8 -1.0 0.4
C 0.23047 0.19632 -0.45651 -0.5 -2.1 4.2
O 2.26610 -0.08492 1.33992 -0.4 0.1 0.9
O 2.61734 -1.43914 -0.66195 -1.0 0.6 0.0
O -0.99977 -2.16531 0.20073 2.4 5.2 -0.3
S 2.17555 -0.11743 -0.12462 1.5 -0.1 -1.1
H -0.30107 -0.68870 1.48573 -0.2 -0.6 -1.2
H 0.23840 1.23944 0.02030 -0.6 -1.8 -0.3
H 0.14175 0.25948 -1.47249 -0.4 -0.2 -2.7

=====

8.
9
Properties=species:S:1:pos:R:3:forces:R:3 method="wB97M-V/def2-TZVPD" homo_lumo_gap_ev=5.817 e_above_lowest_kcal_mol=30.1 total_charge=-1 smiles="O=C=C([O-])O[SiH3]" e_tot_ev=-16141.7651
O 3.17925 0.76207 0.06206 1.3 1.1 0.7
C 2.31870 0.03917 -0.30687 -0.4 -0.8 -0.8
C 1.22786 -0.71751 0.16880 -0.7 -0.7 -0.5
O 1.06329 -1.94335 0.23243 -0.3 1.1 0.2
O 0.07444 0.20845 -0.21806 0.9 -0.8 -0.3
Si -1.48977 0.35358 -0.04987 -1.9 -2.3 0.5
H -1.80489 0.47278 1.38620 -0.3 -0.2 0.3
H -2.65390 -0.74658 -0.66319 1.8 1.3 0.7
H -1.91499 1.57140 -0.61152 -0.4 1.4 -0.8

=====

9.
9
Properties=species:S:1:pos:R:3:forces:R:3 method="wB97M-V/def2-TZVPD" homo_lumo_gap_ev="7.568 / 6.664" e_above_lowest_kcal_mol=0.0 total_charge=+2 e_tot_ev=-12932.7226
O 0.40931 -2.15869 -0.39790 2.2 -0.6 5.7
C 0.74796 -1.94104 0.73662 -3.4 0.8 -7.6
C 0.68708 -0.84875 1.59799 2.0 0.6 2.1
O 0.17448 0.29921 1.23343 3.3 -3.3 6.4
H -1.03176 2.41235 -2.42175 -0.1 -0.1 -0.7
H 1.35283 -0.89186 2.47098 -0.7 0.2 0.1
Tl -0.59853 0.85124 -0.35674 -2.5 -2.8 -3.7
O -0.90914 2.40603 -1.46468 -0.7 4.5 -2.5
H -1.07865 3.29985 -1.14297 -0.1 0.8 0.1

=====

10.
11
Properties=species:S:1:pos:R:3:forces:R:3 method="wB97M-V/def2-TZVPD" homo_lumo_gap_ev=7.110 e_above_lowest_kcal_mol=54.3 total_charge=-1 e_tot_ev=-31983.0165
C -1.95603 -0.82394 0.08857 1.8 -0.7 0.3
C 1.52184 -0.42457 0.12034 -3.8 0.2 0.5
O -1.36578 -1.86186 0.11562 -0.3 0.3 -0.1
O -0.56804 1.56156 1.50047 -0.1 0.0 0.2
O -0.21294 1.49836 -0.97650 -0.4 -0.9 1.0
O 2.11034 0.35220 -0.82768 0.6 -1.1 -0.2
S -3.33160 -0.05006 -0.00484 -2.0 0.6 -0.2
S -0.44949 0.72892 0.30602 2.6 -0.1 -1.2
H 1.99751 -0.32610 1.08269 0.1 -0.3 0.2
H 0.88324 -1.38846 -0.07266 2.0 1.5 -0.2
H 1.37097 0.73395 -1.33203 -0.4 0.6 -0.3

=====

11.
12
Properties=species:S:1:pos:R:3:forces:R:3 method="wB97M-V/def2-TZVPD" homo_lumo_gap_ev=8.395 e_above_lowest_kcal_mol=56.4 total_charge=-1 e_tot_ev=-34029.0300
C -0.19562 -0.12458 0.81392 0.6 1.6 -1.5
C -1.56401 0.00216 0.14419 -0.3 -0.3 0.0
O 0.15285 -2.41587 -0.57118 -0.2 0.5 -0.3
O 2.01216 -1.53752 0.72293 0.2 0.1 -0.4
O 2.21366 1.19064 0.64084 0.7 0.6 0.9
O 0.27929 2.48953 -0.23861 0.8 -2.5 0.6
O 1.11409 0.43301 -1.34108 -0.1 -0.5 -0.4
S 0.74572 -1.29814 0.11356 -0.5 -1.5 1.2
S 0.96575 1.17469 -0.04695 -1.6 2.3 -0.3
H -2.20136 0.81529 0.57294 0.4 -1.2 0.4
H -1.94675 -1.03232 0.07983 -0.7 0.7 0.6
H -1.57577 0.30310 -0.89038 0.7 0.2 -0.7

=====

12.
7
Properties=species:S:1:pos:R:3:forces:R:3 method="wB97M-V/def2-TZVPD" homo_lumo_gap_ev=8.754 e_above_lowest_kcal_mol=9.1 smiles="C=CP=O" e_tot_ev=-13457.3638
C -0.41863 -0.00644 -1.05270 -0.2 0.0 1.0
C -0.06435 -0.38911 0.15069 1.2 0.1 0.5
P 1.37646 0.35050 1.04462 0.5 -0.8 -2.3
O 0.93415 0.91419 2.29714 -0.8 0.7 2.0
H 0.02229 0.83240 -1.46978 0.7 1.5 -1.3
H -1.27952 -0.45465 -1.45218 -0.8 -0.4 -1.1
H -0.57040 -1.24690 0.48220 -0.6 -1.0 1.2